{"formula": "C9H10NO6Os", "method": "the ωB97M-V functional and the def2-TZVPD basis", "max_force_ha_per_bohr": 0.16442, "molar_mass_g_mol": 418.4, "energy_ev": -25698.789, "homo_ev": [-17.85, -22.89], "e_above_lowest_kcal_mol": 0.0, "charge": 3, "multiplicity": 5, "species": ["C", "H", "C", "H", "C", "C", "O", "C", "C", "H", "O", "O", "H", "C", "H", "H", "O", "O", "Os", "C", "H", "H", "H", "C", "O", "N", "H"], "positions_angstrom": [[0.742, -2.808, 1.815], [-0.857, -4.202, 1.529], [0.481, -0.734, -0.974], [-0.244, 1.525, -1.985], [-2.076, 0.464, -0.372], [0.060, 1.217, 1.238], [-2.518, -1.211, 2.963], [-0.032, 2.564, -3.425], [-1.840, -0.927, 2.070], [2.850, -3.136, 4.279], [1.197, -0.950, -1.860], [0.795, -1.524, 1.768], [2.208, -4.987, 3.830], [2.292, -2.495, 3.595], [-0.701, -2.955, 0.250], [0.470, -4.311, 0.326], [-2.951, 1.011, -0.913], [0.130, 3.212, -4.360], [-0.683, -0.391, 0.558], [-0.139, -3.621, 0.930], [0.518, -5.167, 3.280], [1.858, -5.373, 2.120], [2.991, -1.891, 3.002], [1.520, -4.811, 3.002], [0.491, 2.217, 1.644], [1.511, -3.372, 2.741], [1.639, -1.825, 4.171]], "forces_ev_per_a": [[-1.84, 2.96, -2.36], [0.18, 0.00, -0.19], [3.27, -1.20, -5.50], [-0.01, 0.06, -0.10], [-5.26, 3.18, -3.72], [3.28, 7.20, 2.99], [2.78, 1.07, -3.25], [0.58, 2.32, -3.35], [-4.35, -1.53, 3.89], [0.00, 0.28, -0.03], [-2.36, 0.68, 3.26], [-0.22, -2.45, -0.22], [-0.14, -0.10, -0.16], [0.66, -0.76, 0.58], [0.23, -0.48, 0.24], [-0.20, 0.01, 0.12], [3.77, -2.44, 2.46], [-0.60, -2.41, 3.49], [0.35, -1.77, 1.47], [0.07, 0.10, 0.00], [-0.09, 0.11, -0.16], [-0.13, 0.10, -0.14], [-0.17, 0.07, -0.06], [0.48, 0.26, 0.33], [-1.83, -4.18, -1.72], [1.59, -1.06, 2.29], [-0.03, 0.03, -0.18]], "lowdin_charge": [-0.360, 0.139, -0.214, 0.105, -0.264, -0.171, 0.269, 0.087, -0.138, 0.131, 0.225, -0.080, 0.130, 0.092, 0.064, 0.144, 0.244, 0.168, 1.343, 0.050, 0.159, 0.160, 0.158, 0.101, 0.277, 0.023, 0.157]}


{"formula": "C9H10O3", "method": "the ωB97M-V functional and the def2-TZVPD basis", "max_force_ha_per_bohr": 0.15978, "molar_mass_g_mol": 166.2, "energy_ev": -15626.895, "homo_ev": -8.07, "e_above_lowest_kcal_mol": 256.1, "charge": 0, "species": ["H", "C", "O", "O", "H", "H", "H", "C", "C", "C", "H", "H", "C", "H", "C", "H", "H", "C", "H", "O", "C", "C"], "positions_angstrom": [[4.029, -2.323, -0.151], [3.344, -1.289, 0.215], [2.017, -1.349, -0.105], [2.792, 1.016, 0.154], [-3.491, -2.182, 1.150], [-2.087, -2.341, -0.672], [4.039, -0.329, -0.236], [1.109, -0.498, -0.081], [0.463, 1.948, -0.300], [-2.898, -0.147, 0.220], [0.812, 2.986, -0.251], [-1.605, 2.198, -0.184], [-3.254, -1.717, -0.073], [2.845, 2.040, 1.249], [-0.227, -0.778, -0.239], [-0.534, -1.736, -0.476], [-4.481, -1.662, -0.516], [-1.295, 0.135, -0.378], [3.479, -1.152, 1.471], [-3.562, 0.866, 0.536], [1.457, 0.927, 0.046], [-0.864, 1.457, -0.419]], "forces_ev_per_a": [[-2.77, 2.78, 1.12], [6.17, 0.21, 2.01], [2.72, -5.30, -0.98], [-0.16, 6.62, 4.86], [1.06, 1.05, -3.88], [-4.73, 1.94, 1.83], [-2.20, -3.24, 0.92], [-3.30, 6.89, 0.34], [1.90, -3.47, 1.26], [1.45, 1.81, -2.79], [-0.66, -0.31, -0.11], [-0.59, 0.41, -0.65], [-1.27, 0.32, 2.77], [0.33, -3.39, -3.90], [-1.09, 0.08, -0.73], [0.20, -2.41, 0.20], [4.14, -0.60, 0.69], [0.05, 1.28, 2.45], [-0.30, -0.62, -3.48], [1.96, -4.55, -0.69], [-2.65, -1.00, -2.45], [-0.27, 1.52, 1.19]], "lowdin_charge": [0.147, -0.149, -0.038, -0.117, 0.133, 0.179, 0.139, -0.289, 0.015, -0.312, 0.106, 0.094, -0.081, 0.348, -0.008, 0.046, 0.135, -0.126, 0.142, 0.018, -0.293, -0.089]}


{"formula": "C9H10O5", "method": "the ωB97M-V functional and the def2-TZVPD basis", "max_force_ha_per_bohr": 0.15128, "molar_mass_g_mol": 198.2, "energy_ev": -19728.452, "smiles": "O=C1C=C(O)C(=O)C=C1O.CC(C)=O", "homo_ev": -9.21, "e_above_lowest_kcal_mol": 106.5, "charge": 0, "species": ["H", "O", "C", "C", "H", "C", "O", "C", "H", "O", "H", "C", "C", "O", "H", "H", "O", "H", "H", "C", "H", "C", "H", "C"], "positions_angstrom": [[3.302, -2.476, -1.310], [-0.103, 2.094, -2.394], [-0.695, 1.886, -1.360], [-1.724, 2.697, 0.937], [-0.678, 0.054, -2.689], [-1.610, 0.209, 0.410], [-2.197, 1.060, 2.543], [2.193, -2.667, 0.592], [-0.810, 3.889, -0.777], [-0.817, -0.519, -1.907], [-1.766, -0.937, 0.837], [-1.845, 1.297, 1.335], [2.265, -2.994, -0.936], [2.871, -3.314, 1.362], [1.561, -1.165, 2.000], [0.327, -1.775, 0.840], [-2.309, 3.535, 1.747], [-2.378, 4.446, 1.406], [1.471, -0.679, 0.185], [1.401, -1.455, 0.956], [1.475, -2.476, -1.372], [-1.041, 2.943, -0.413], [2.090, -4.114, -1.000], [-0.990, 0.463, -1.001]], "forces_ev_per_a": [[-2.44, -1.90, 0.72], [0.07, 0.04, -1.00], [0.03, -0.17, 1.60], [2.57, 0.86, -6.55], [0.50, -0.67, -0.59], [2.48, -2.22, -4.70], [1.03, 0.65, -3.67], [1.78, -0.33, -1.13], [0.15, 1.73, -0.28], [-0.08, 2.13, 0.73], [0.35, 3.43, -1.36], [-1.12, -2.17, 4.13], [2.26, -0.17, 1.72], [-0.75, 0.33, 0.06], [0.06, 0.24, -0.44], [0.81, 0.23, 0.31], [0.06, 0.89, 0.10], [0.32, -0.49, -0.04], [0.42, 0.07, 0.46], [-1.60, -0.70, 0.04], [-1.34, 0.76, -1.27], [-2.79, -1.92, 5.07], [0.93, 1.41, -0.46], [-3.69, -2.03, 6.54]], "lowdin_charge": [0.148, 0.102, -0.400, -0.185, 0.121, 0.077, 0.065, -0.512, 0.079, 0.091, 0.171, -0.361, -0.023, 0.053, 0.094, 0.084, 0.144, 0.155, 0.080, -0.031, 0.007, 0.102, 0.101, -0.164]}


{"formula": "C9H11B", "method": "the ωB97M-V functional and the def2-TZVPD basis", "max_force_ha_per_bohr": 0.09442, "molar_mass_g_mol": 130.0, "energy_ev": -10179.147, "homo_ev": -8.85, "e_above_lowest_kcal_mol": 184.5, "charge": 0, "species": ["C", "H", "H", "H", "C", "H", "C", "C", "H", "H", "H", "C", "C", "B", "C", "H", "C", "H", "H", "C", "H"], "positions_angstrom": [[0.582, 1.539, 0.647], [-2.467, -0.972, -2.732], [-0.368, 2.966, -0.584], [1.526, 2.227, 0.637], [0.898, 0.069, 0.625], [-2.848, -2.024, -0.214], [-3.346, 0.620, 1.428], [-2.681, 0.165, 0.439], [0.121, 1.754, 1.685], [2.462, -2.079, -0.703], [0.027, -0.652, 0.414], [-0.122, 1.938, -0.560], [-2.574, -1.055, -0.486], [-1.883, 0.651, -0.866], [2.150, -0.397, 0.650], [0.413, 1.597, -1.469], [-2.336, -0.531, -1.728], [3.491, -2.067, 0.768], [1.574, -2.341, 0.734], [2.467, -1.817, 0.386], [2.913, 0.409, 0.931]], "forces_ev_per_a": [[1.40, 0.42, 2.98], [0.60, 0.29, 0.93], [-0.64, 0.92, -0.29], [-1.08, -1.52, 0.26], [0.09, -0.70, -0.63], [0.07, -1.58, 0.72], [0.13, -0.02, 0.00], [0.22, -1.04, -1.06], [0.02, 0.07, -1.82], [0.30, 0.58, 0.64], [1.31, 1.17, 0.40], [-3.16, -2.84, -2.35], [-0.76, 2.37, -1.13], [2.93, 2.15, 0.75], [-0.16, 2.16, 0.32], [-0.16, 0.50, 0.55], [-0.56, 0.11, 0.68], [-1.31, -0.40, 0.05], [0.70, -0.74, 0.58], [0.70, -0.36, -0.85], [-0.65, -1.52, -0.73]], "lowdin_charge": [-0.323, 0.105, 0.047, 0.141, -0.160, 0.103, 0.180, -0.319, 0.140, 0.083, 0.119, -0.089, -0.049, -0.083, -0.194, 0.076, 0.069, 0.085, 0.070, -0.125, 0.125]}


{"formula": "C9H11Br2", "method": "the ωB97M-V functional and the def2-TZVPD basis", "max_force_ha_per_bohr": 0.01598, "molar_mass_g_mol": 279.0, "energy_ev": -149595.117, "homo_ev": [-6.64, -9.25], "e_above_lowest_kcal_mol": 0.6, "charge": 0, "multiplicity": 2, "species": ["H", "C", "H", "H", "H", "Br", "C", "H", "C", "H", "C", "H", "H", "H", "C", "C", "H", "C", "Br", "C", "H", "C"], "positions_angstrom": [[-2.143, 4.866, 0.333], [-1.592, 3.950, 0.553], [-3.501, 4.478, 2.446], [-3.454, 2.744, 2.151], [-2.904, 3.389, 3.694], [-1.277, -0.290, 1.244], [0.906, 3.764, 2.155], [-2.109, 3.131, 0.050], [-0.387, 3.373, 4.171], [-1.318, 3.257, 4.694], [-0.381, 3.619, 2.762], [2.919, 3.345, 4.826], [-0.605, 4.041, 0.105], [3.021, 3.776, 2.413], [2.059, 3.665, 2.890], [-1.561, 3.710, 2.022], [0.987, 3.956, 1.102], [2.007, 3.422, 4.256], [0.962, 0.011, 1.768], [0.779, 3.280, 4.886], [0.753, 3.092, 5.949], [-2.918, 3.571, 2.622]], "forces_ev_per_a": [[-0.09, 0.05, -0.07], [0.28, 0.02, -0.07], [-0.11, 0.04, -0.05], [-0.10, -0.04, -0.06], [-0.09, 0.01, -0.10], [0.60, 0.12, 0.15], [-0.38, -0.01, 0.18], [-0.09, -0.04, -0.08], [0.01, 0.07, -0.44], [-0.16, -0.02, 0.08], [0.69, -0.07, 0.44], [0.12, -0.01, 0.08], [-0.13, 0.00, -0.04], [0.09, 0.03, -0.14], [0.05, -0.02, 0.13], [-0.43, 0.01, -0.28], [0.00, 0.02, -0.19], [0.28, -0.04, 0.13], [-0.62, -0.05, -0.12], [0.11, -0.02, 0.04], [-0.08, -0.02, 0.10], [0.06, -0.04, 0.29]], "lowdin_charge": [0.088, -0.060, 0.088, 0.082, 0.059, 0.017, -0.057, 0.080, -0.029, 0.089, -0.205, 0.096, 0.060, 0.102, -0.109, -0.279, 0.089, -0.102, 0.044, -0.096, 0.102, -0.059]}


{"formula": "C9H11BrN", "method": "the ωB97M-V functional and the def2-TZVPD basis", "max_force_ha_per_bohr": 0.12619, "molar_mass_g_mol": 213.1, "energy_ev": -81033.882, "homo_ev": -12.80, "e_above_lowest_kcal_mol": 57.6, "charge": 1, "species": ["Br", "N", "C", "H", "C", "C", "H", "H", "H", "C", "C", "H", "C", "H", "H", "H", "H", "C", "H", "C", "C", "H"], "positions_angstrom": [[-2.766, -2.351, -0.488], [-0.696, -1.639, 1.445], [-1.090, 2.876, -0.678], [0.179, -1.125, 1.540], [-1.600, 1.707, -0.272], [0.209, -1.766, -0.914], [1.679, -1.008, 0.409], [-1.461, -1.132, 2.118], [-1.658, 3.767, -0.881], [0.566, 0.609, -0.405], [1.167, 1.974, -0.539], [-0.128, -1.860, -1.998], [1.238, -0.706, -0.512], [0.791, 3.981, -0.678], [-0.680, -2.537, 1.822], [0.538, -2.853, -0.777], [2.047, -0.714, -1.278], [-0.802, 0.644, -0.232], [-2.648, 1.578, -0.301], [0.344, 3.033, -0.663], [-1.038, -1.516, -0.043], [2.176, 1.873, -0.281]], "forces_ev_per_a": [[1.59, 0.64, 0.54], [-3.21, 3.59, 0.59], [3.03, 2.23, 0.31], [0.15, -0.16, 0.46], [-2.72, 0.01, -0.92], [-1.62, -2.41, -0.17], [0.80, -0.23, 0.83], [2.16, -1.13, -2.31], [-0.44, -0.09, 0.08], [-1.27, 3.01, -0.36], [-1.77, -4.61, 1.00], [0.44, 1.03, 1.29], [0.58, -0.55, -1.95], [0.26, 1.34, -0.31], [0.57, -2.48, 0.49], [0.10, 1.38, 0.31], [-0.41, 0.17, 0.68], [2.99, -5.75, 0.25], [-1.13, -0.11, 0.38], [-1.43, -0.40, -0.04], [-0.39, 3.40, -0.75], [1.72, 1.10, -0.41]], "lowdin_charge": [0.730, 0.151, -0.031, 0.129, -0.095, -0.211, 0.101, 0.245, 0.120, -0.190, 0.010, 0.146, -0.159, 0.101, 0.119, 0.143, 0.151, 0.018, 0.117, -0.045, -0.651, 0.102]}


{"formula": "C9H11Cl2N2P", "method": "the ωB97M-V functional and the def2-TZVPD basis", "max_force_ha_per_bohr": 0.09008, "molar_mass_g_mol": 249.1, "energy_ev": -46821.515, "homo_ev": [-7.28, -7.65], "e_above_lowest_kcal_mol": 15.4, "charge": 0, "species": ["C", "H", "C", "C", "N", "H", "H", "H", "H", "C", "C", "C", "C", "Cl", "C", "H", "P", "H", "H", "C", "N", "H", "H", "Cl", "H"], "positions_angstrom": [[-4.503, 1.220, -1.205], [-4.063, 2.013, -1.673], [-1.287, -0.419, -1.444], [2.248, -0.700, -0.403], [-3.630, 0.137, -1.303], [-4.736, 1.575, -0.071], [4.170, -0.136, 1.210], [3.175, 0.318, 2.791], [0.695, -0.175, 2.515], [2.139, -0.588, 0.992], [0.924, -0.306, 1.552], [-0.201, -0.100, 0.723], [3.319, -0.385, 1.923], [-2.406, 3.171, 1.246], [-0.106, -0.462, -0.624], [3.223, -0.815, -0.665], [-0.702, 2.587, 0.366], [1.240, -1.118, -2.225], [-1.425, -0.639, -2.482], [1.137, -0.828, -1.171], [-2.399, 0.143, -1.037], [-1.188, 0.021, 1.142], [-5.496, 1.093, -1.619], [-1.107, 3.267, -1.534], [3.578, -1.331, 2.278]], "forces_ev_per_a": [[-1.25, 0.93, 3.90], [1.00, 2.72, -1.21], [-2.98, 0.92, -0.58], [-1.20, -0.60, 2.72], [0.86, -3.34, -0.98], [0.79, -0.89, -2.23], [-0.64, 0.29, 1.39], [0.12, -0.59, -1.29], [0.07, 0.44, 3.91], [-0.17, 2.15, 1.17], [-1.87, 0.03, -4.24], [0.77, -1.96, 0.05], [0.90, 0.80, -1.96], [-0.67, 0.15, 0.62], [-0.02, -0.04, -0.30], [2.52, -0.44, -1.75], [0.45, 0.53, -0.63], [-0.25, 0.28, 0.39], [1.09, -0.81, -0.74], [-0.61, 0.45, -1.02], [0.14, 1.25, 1.90], [-0.01, 0.22, 0.13], [0.14, -0.84, -0.26], [0.21, -0.06, -0.09], [0.61, -1.58, 1.09]], "lowdin_charge": [-0.156, 0.013, -0.100, -0.040, -0.037, 0.115, 0.098, 0.102, 0.074, -0.263, -0.056, -0.176, -0.042, 0.074, -0.265, 0.079, 0.138, 0.124, 0.117, -0.025, -0.022, 0.085, 0.067, 0.048, 0.048]}


{"formula": "C9H11Cl2OP", "method": "the ωB97M-V functional and the def2-TZVPD basis", "max_force_ha_per_bohr": 0.08060, "molar_mass_g_mol": 237.1, "energy_ev": -45892.350, "homo_ev": [-8.56, -8.56], "e_above_lowest_kcal_mol": 13.2, "charge": 0, "species": ["C", "C", "C", "P", "C", "H", "H", "C", "H", "H", "C", "H", "H", "C", "O", "H", "H", "C", "H", "H", "C", "Cl", "H", "Cl"], "positions_angstrom": [[2.252, -0.645, 0.457], [-2.274, -0.871, -1.566], [-0.523, 0.340, -2.675], [0.398, 1.943, 1.686], [0.156, 0.425, -1.478], [-0.218, 0.920, -3.541], [-0.360, -1.708, 1.969], [0.369, -0.872, 2.126], [2.848, -0.439, 1.379], [2.182, -1.731, 0.252], [0.801, -0.369, 0.727], [1.162, 0.907, -1.369], [0.136, 0.013, 2.769], [-0.253, -0.254, -0.325], [0.726, 2.097, 3.102], [-1.731, -1.535, 0.383], [-2.498, -0.294, -3.525], [-1.808, -0.136, -2.680], [2.644, -0.060, -0.311], [1.299, -1.232, 2.703], [-1.522, -0.850, -0.437], [-1.599, 2.249, 1.346], [-3.235, -1.356, -1.503], [1.049, 3.459, 0.510]], "forces_ev_per_a": [[-1.13, -0.33, 1.72], [0.17, 1.59, -0.34], [-0.63, 2.10, -0.36], [0.29, -1.20, -1.63], [2.12, -0.19, 0.54], [0.43, -0.27, 0.04], [0.35, 0.91, 0.84], [1.57, -0.57, 0.24], [-0.51, -0.41, -0.73], [0.76, 0.35, -0.16], [-1.97, 2.30, 2.83], [-1.13, -0.24, -0.73], [-0.91, -1.48, -0.29], [0.75, 0.22, -1.86], [0.26, 0.01, 0.55], [-0.70, 0.26, 0.01], [0.90, 0.88, -0.14], [-1.89, -2.87, 0.20], [0.74, 0.47, -1.60], [-1.39, 0.00, -1.10], [1.77, -1.61, 2.60], [-0.35, -0.29, 0.10], [-0.09, -0.07, -0.44], [0.59, 0.42, -0.29]], "lowdin_charge": [-0.049, -0.074, -0.077, -0.013, -0.066, 0.110, 0.088, -0.098, 0.106, 0.122, -0.314, 0.110, 0.030, -0.274, -0.455, 0.105, 0.113, -0.071, 0.049, 0.107, -0.068, 0.270, 0.107, 0.241]}


Q: Number 7 is which compound?
A: C9H11Cl2N2P